{"formula": "C36H99ClN9O13", "method": "ωB97M-V/def2-TZVPD", "spin_multiplicity": 2, "charge": 0, "lumo_energy_ev": [0.3, -3.9], "orbital_gap_ev": [8.83, 4.64], "elements": ["Cl", "O", "O", "O", "O", "C", "C", "C", "O", "C", "N", "H", "H", "H", "H", "H", "H", "H", "H", "H", "H", "H", "C", "C", "C", "O", "C", "N", "H", "H", "H", "H", "H", "H", "H", "H", "H", "H", "H", "C", "C", "C", "O", "C", "N", "H", "H", "H", "H", "H", "H", "H", "H", "H", "H", "H", "C", "C", "C", "O", "C", "N", "H", "H", "H", "H", "H", "H", "H", "H", "H", "H", "H", "C", "C", "C", "O", "C", "N", "H", "H", "H", "H", "H", "H", "H", "H", "H", "H", "H", "C", "C", "C", "O", "C", "N", "H", "H", "H", "H", "H", "H", "H", "H", "H", "H", "H", "C", "C", "C", "O", "C", "N", "H", "H", "H", "H", "H", "H", "H", "H", "H", "H", "H", "C", "C", "C", "O", "C", "N", "H", "H", "H", "H", "H", "H", "H", "H", "H", "H", "H", "C", "C", "C", "O", "C", "N", "H", "H", "H", "H", "H", "H", "H", "H", "H", "H", "H"], "coordinates": [[-0.24, 0.34, -0.44], [-0.10, 1.75, -0.22], [0.82, -0.16, -1.30], [-0.16, -0.37, 0.81], [-1.53, 0.03, -0.98], [-3.01, 4.40, -0.51], [-4.22, 3.58, -0.01], [-3.97, 3.21, 1.46], [-4.94, 2.26, 1.82], [-4.43, 0.95, 1.74], [-5.42, 4.36, -0.06], [-2.77, 5.16, 0.25], [-3.19, 4.94, -1.43], [-2.09, 3.82, -0.56], [-4.34, 2.69, -0.63], [-4.13, 4.16, 1.96], [-2.93, 3.02, 1.70], [-3.92, 0.68, 0.81], [-5.19, 0.19, 1.94], [-3.75, 0.71, 2.56], [-5.70, 4.55, -1.00], [-6.15, 3.79, 0.35], [1.54, 0.13, -5.53], [1.02, 1.56, -5.54], [0.16, 1.88, -4.35], [-0.36, 3.13, -4.54], [-1.13, 3.63, -3.47], [2.11, 2.56, -5.62], [2.25, -0.07, -4.74], [2.06, -0.09, -6.46], [0.77, -0.59, -5.26], [0.37, 1.80, -6.38], [0.67, 1.83, -3.39], [-0.66, 1.16, -4.29], [-0.58, 3.70, -2.53], [-1.98, 2.99, -3.28], [-1.54, 4.61, -3.72], [1.63, 3.45, -5.71], [2.65, 2.42, -6.46], [-0.78, -0.73, 6.97], [-0.48, -1.00, 5.50], [-0.91, 0.07, 4.48], [-0.02, 1.19, 4.58], [-0.45, 2.20, 3.73], [0.93, -1.38, 5.33], [-0.15, -1.32, 7.63], [-1.84, -0.88, 7.18], [-0.58, 0.31, 7.26], [-1.07, -1.85, 5.16], [-1.96, 0.34, 4.64], [-0.81, -0.41, 3.50], [-0.71, 1.88, 2.72], [0.31, 2.96, 3.52], [-1.25, 2.82, 4.13], [1.07, -2.11, 6.01], [0.85, -2.11, 4.65], [7.50, -3.98, -0.44], [6.65, -3.45, -1.55], [5.20, -3.16, -1.09], [4.43, -2.83, -2.28], [3.02, -2.58, -1.96], [7.27, -2.23, -2.03], [7.56, -3.28, 0.39], [8.48, -4.14, -0.87], [7.12, -4.94, -0.07], [6.68, -4.17, -2.37], [5.14, -2.34, -0.37], [4.67, -3.91, -0.50], [2.49, -3.53, -1.88], [2.64, -2.00, -2.81], [2.92, -1.89, -1.12], [6.84, -2.13, -2.94], [8.25, -2.38, -2.21], [3.64, 4.24, -0.68], [3.34, 3.68, -2.03], [3.55, 2.20, -2.16], [4.91, 1.95, -2.12], [5.20, 0.53, -2.14], [1.94, 4.06, -2.35], [3.05, 3.91, 0.17], [3.80, 5.31, -0.72], [4.64, 3.84, -0.47], [4.03, 4.18, -2.71], [3.14, 1.79, -3.08], [2.93, 1.76, -1.37], [4.66, 0.02, -2.93], [5.12, 0.09, -1.15], [6.28, 0.47, -2.30], [1.25, 3.57, -1.79], [1.73, 3.75, -3.28], [-5.47, 1.36, -6.75], [-6.06, 1.34, -5.34], [-4.91, 1.09, -4.39], [-4.34, -0.17, -4.62], [-3.42, -0.63, -3.63], [-6.67, 2.63, -5.09], [-6.20, 1.71, -7.49], [-5.17, 0.35, -7.02], [-4.69, 2.12, -6.79], [-6.73, 0.50, -5.19], [-5.27, 1.17, -3.36], [-4.15, 1.87, -4.44], [-2.60, 0.09, -3.53], [-3.09, -1.62, -3.95], [-3.95, -0.70, -2.68], [-7.38, 2.80, -5.79], [-5.99, 3.36, -5.22], [0.18, -5.10, 1.68], [1.02, -3.99, 2.36], [2.10, -3.37, 1.43], [3.10, -2.56, 2.04], [3.98, -3.24, 2.91], [0.09, -3.05, 2.91], [0.76, -5.70, 0.98], [-0.52, -4.73, 0.94], [-0.45, -5.62, 2.39], [1.54, -4.33, 3.25], [1.63, -2.69, 0.72], [2.58, -4.14, 0.82], [4.67, -2.46, 3.22], [4.47, -4.07, 2.39], [3.48, -3.55, 3.83], [-0.29, -2.43, 2.22], [-0.73, -3.63, 3.04], [-3.35, -2.56, 1.61], [-3.64, -3.31, 2.87], [-5.12, -3.39, 3.12], [-5.80, -3.86, 1.98], [-7.17, -4.18, 2.17], [-3.00, -4.59, 2.88], [-2.36, -2.10, 1.68], [-4.11, -1.80, 1.41], [-3.45, -3.22, 0.75], [-3.25, -2.85, 3.78], [-5.42, -2.37, 3.37], [-5.37, -4.04, 3.96], [-7.69, -4.36, 1.22], [-7.70, -3.32, 2.58], [-7.28, -5.02, 2.85], [-3.29, -5.13, 2.08], [-3.42, -5.08, 3.66], [3.33, 0.62, 1.00], [3.22, 0.76, 2.49], [3.00, 2.25, 2.86], [2.60, 2.33, 4.21], [2.88, 3.58, 4.74], [2.12, -0.07, 2.92], [3.66, -0.37, 0.69], [3.99, 1.38, 0.58], [2.38, 0.85, 0.52], [4.14, 0.39, 2.94], [2.29, 2.71, 2.18], [3.98, 2.71, 2.69], [2.41, 4.30, 4.07], [3.95, 3.71, 4.91], [2.40, 3.73, 5.71], [2.39, -0.99, 2.58], [1.36, 0.14, 2.29]]}


{"formula": "C36H99N17O16", "method": "ωB97M-V/def2-TZVPD", "smiles": "COCCNCCOC.COCCNCCOC.COCCNCCOC.COCCNCCOC.COCCNCCOC.NC(N)=O.NC(N)=O.NC(N)=O.NC(N)=O.NC(N)=O.NC(N)=O", "charge": 0, "lumo_energy_ev": 0.1, "orbital_gap_ev": 8.27, "elements": ["C", "O", "N", "N", "H", "H", "H", "H", "C", "O", "N", "N", "H", "H", "H", "H", "C", "O", "N", "N", "H", "H", "H", "H", "C", "O", "N", "N", "H", "H", "H", "H", "C", "O", "N", "N", "H", "H", "H", "H", "C", "O", "N", "N", "H", "H", "H", "H", "C", "O", "C", "C", "N", "C", "C", "O", "C", "H", "H", "H", "H", "H", "H", "H", "H", "H", "H", "H", "H", "H", "H", "H", "C", "O", "C", "C", "N", "C", "C", "O", "C", "H", "H", "H", "H", "H", "H", "H", "H", "H", "H", "H", "H", "H", "H", "H", "C", "O", "C", "C", "N", "C", "C", "O", "C", "H", "H", "H", "H", "H", "H", "H", "H", "H", "H", "H", "H", "H", "H", "H", "C", "O", "C", "C", "N", "C", "C", "O", "C", "H", "H", "H", "H", "H", "H", "H", "H", "H", "H", "H", "H", "H", "H", "H", "C", "O", "C", "C", "N", "C", "C", "O", "C", "H", "H", "H", "H", "H", "H", "H", "H", "H", "H", "H", "H", "H", "H", "H"], "coordinates": [[3.39, -3.16, 1.50], [2.73, -2.38, 0.79], [4.28, -2.66, 2.42], [3.08, -4.43, 1.47], [4.13, -1.68, 2.57], [4.43, -3.13, 3.27], [2.36, -4.65, 0.79], [3.65, -5.16, 1.77], [-1.17, -2.88, 3.64], [-1.22, -1.71, 4.06], [-0.55, -3.28, 2.50], [-1.75, -3.84, 4.37], [-0.01, -2.64, 1.91], [-0.50, -4.28, 2.19], [-1.90, -3.47, 5.31], [-1.49, -4.83, 4.26], [0.05, -0.24, -6.09], [-0.09, -0.30, -7.28], [-0.48, 0.77, -5.33], [0.56, -1.23, -5.30], [-0.95, 1.47, -5.85], [-0.46, 0.86, -4.31], [0.75, -2.06, -5.84], [0.42, -1.28, -4.29], [0.83, 1.32, 3.07], [0.60, 1.12, 1.92], [1.88, 2.17, 3.55], [0.16, 0.56, 4.03], [2.16, 2.78, 2.77], [1.69, 2.61, 4.43], [-0.41, -0.24, 3.78], [0.61, 0.59, 4.93], [-4.32, 3.46, -2.09], [-3.15, 3.15, -2.00], [-4.99, 3.80, -0.98], [-5.10, 3.50, -3.27], [-4.40, 3.98, -0.20], [-6.00, 4.04, -0.95], [-6.03, 3.85, -3.39], [-4.74, 3.14, -4.14], [-0.38, -0.18, -1.38], [-0.41, -0.43, -2.61], [-1.14, 0.79, -0.83], [0.51, -0.68, -0.47], [-1.16, 0.89, 0.17], [-1.90, 1.11, -1.41], [1.21, -1.30, -0.72], [0.71, -0.23, 0.39], [-6.58, -0.53, 2.95], [-5.62, -0.24, 3.89], [-4.33, 0.27, 3.40], [-4.46, 1.76, 3.42], [-3.20, 2.46, 3.32], [-2.51, 2.20, 2.12], [-1.83, 3.46, 1.63], [-2.82, 4.48, 1.35], [-2.35, 5.67, 0.85], [-7.26, -1.30, 3.37], [-6.19, -0.84, 1.98], [-7.30, 0.34, 2.80], [-4.06, -0.27, 2.46], [-3.59, -0.04, 4.13], [-4.86, 2.00, 4.39], [-5.15, 2.07, 2.61], [-3.44, 3.44, 3.39], [-3.17, 1.98, 1.29], [-1.81, 1.37, 2.18], [-1.24, 3.27, 0.66], [-1.14, 3.74, 2.42], [-2.03, 5.62, -0.16], [-1.47, 5.99, 1.40], [-3.23, 6.35, 0.91], [11.44, 2.50, -1.64], [10.22, 2.99, -1.23], [9.22, 2.18, -1.73], [7.86, 2.68, -1.17], [6.80, 1.97, -1.79], [5.45, 2.14, -1.43], [4.54, 1.30, -2.39], [4.99, -0.02, -2.21], [4.24, -0.97, -3.01], [12.22, 3.02, -1.09], [11.54, 2.64, -2.73], [11.44, 1.44, -1.37], [9.33, 1.17, -1.39], [9.23, 2.06, -2.84], [7.85, 3.73, -1.39], [7.95, 2.52, -0.11], [7.05, 1.01, -1.98], [5.03, 3.13, -1.39], [5.16, 1.79, -0.40], [4.74, 1.61, -3.44], [3.50, 1.41, -2.15], [3.47, -1.41, -2.40], [4.98, -1.76, -3.28], [3.73, -0.58, -3.88], [-0.17, -5.49, -3.70], [-1.41, -5.06, -3.40], [-1.50, -3.63, -3.49], [-2.86, -3.20, -3.13], [-3.35, -3.64, -1.84], [-2.82, -2.89, -0.76], [-3.81, -2.79, 0.34], [-4.29, -4.04, 0.65], [-5.05, -4.01, 1.88], [-0.14, -6.58, -3.80], [0.53, -5.27, -2.81], [0.34, -5.06, -4.57], [-1.30, -3.32, -4.58], [-0.80, -3.25, -2.70], [-3.55, -3.59, -3.91], [-2.86, -2.09, -3.21], [-4.35, -3.72, -1.88], [-2.62, -1.87, -1.10], [-1.87, -3.17, -0.34], [-4.70, -2.19, 0.01], [-3.33, -2.26, 1.24], [-4.44, -3.74, 2.69], [-5.54, -4.97, 2.12], [-5.87, -3.24, 1.82], [-0.82, -6.33, -0.08], [-0.79, -6.13, 1.30], [-1.98, -6.33, 1.96], [-1.85, -7.31, 3.12], [-0.96, -6.76, 4.19], [0.43, -7.22, 4.13], [1.37, -6.42, 5.07], [0.87, -6.38, 6.36], [1.70, -5.50, 7.13], [0.22, -6.06, -0.48], [-1.50, -5.73, -0.62], [-0.91, -7.41, -0.37], [-2.73, -6.66, 1.22], [-2.42, -5.37, 2.29], [-1.47, -8.25, 2.70], [-2.84, -7.55, 3.50], [-1.31, -7.02, 5.09], [0.79, -7.08, 3.15], [0.50, -8.30, 4.45], [1.38, -5.36, 4.71], [2.30, -6.96, 4.98], [1.34, -5.38, 8.13], [1.82, -4.54, 6.63], [2.74, -5.82, 7.10], [0.04, 10.77, -3.00], [-0.56, 9.51, -2.99], [-0.73, 9.00, -4.28], [-1.11, 7.51, -4.14], [-0.07, 6.79, -3.47], [-0.40, 5.41, -3.01], [0.70, 4.74, -2.24], [0.88, 5.55, -1.12], [1.60, 5.02, -0.03], [-0.64, 11.62, -3.36], [0.88, 10.84, -3.68], [0.34, 11.05, -2.00], [0.28, 9.03, -4.81], [-1.45, 9.54, -4.89], [-1.31, 7.11, -5.09], [-2.07, 7.56, -3.53], [0.32, 7.30, -2.69], [-0.61, 4.81, -3.86], [-1.27, 5.30, -2.39], [1.52, 4.65, -2.92], [0.44, 3.72, -1.90], [2.64, 4.87, -0.32], [1.09, 4.11, 0.28], [1.50, 5.68, 0.83]]}


{"formula": "C36H99N9O9", "method": "ωB97M-V/def2-TZVPD", "spin_multiplicity": 2, "charge": -1, "lumo_energy_ev": [2.2, 2.4], "orbital_gap_ev": [1.40, 8.93], "elements": ["C", "C", "C", "O", "C", "N", "H", "H", "H", "H", "H", "H", "H", "H", "H", "H", "H", "C", "C", "C", "O", "C", "N", "H", "H", "H", "H", "H", "H", "H", "H", "H", "H", "H", "C", "C", "C", "O", "C", "N", "H", "H", "H", "H", "H", "H", "H", "H", "H", "H", "H", "C", "C", "C", "O", "C", "N", "H", "H", "H", "H", "H", "H", "H", "H", "H", "H", "H", "C", "C", "C", "O", "C", "N", "H", "H", "H", "H", "H", "H", "H", "H", "H", "H", "H", "C", "C", "C", "O", "C", "N", "H", "H", "H", "H", "H", "H", "H", "H", "H", "H", "H", "C", "C", "C", "O", "C", "N", "H", "H", "H", "H", "H", "H", "H", "H", "H", "H", "H", "C", "C", "C", "O", "C", "N", "H", "H", "H", "H", "H", "H", "H", "H", "H", "H", "H", "C", "C", "C", "O", "C", "N", "H", "H", "H", "H", "H", "H", "H", "H", "H", "H", "H"], "coordinates": [[-5.46, 1.80, -1.61], [-4.17, 2.52, -2.01], [-3.50, 3.19, -0.78], [-2.25, 3.74, -1.26], [-1.56, 4.55, -0.30], [-3.17, 1.66, -2.75], [-6.30, 2.43, -1.31], [-5.27, 1.02, -0.88], [-5.75, 1.19, -2.46], [-4.50, 3.29, -2.70], [-3.28, 2.48, 0.02], [-4.14, 3.92, -0.29], [-2.02, 5.54, -0.22], [-0.56, 4.75, -0.70], [-1.38, 4.08, 0.66], [-2.96, 0.79, -2.29], [-2.32, 2.20, -2.74], [6.48, -4.52, -1.22], [5.19, -5.09, -0.60], [4.03, -4.16, -0.95], [4.28, -2.90, -0.38], [3.31, -1.92, -0.59], [4.98, -6.41, -1.13], [6.49, -4.54, -2.31], [7.36, -5.06, -0.89], [6.69, -3.47, -0.98], [5.35, -5.10, 0.48], [3.03, -4.49, -0.68], [3.95, -3.98, -2.02], [2.43, -2.08, 0.03], [3.01, -1.90, -1.64], [3.83, -1.01, -0.28], [5.84, -6.94, -1.18], [4.66, -6.39, -2.09], [0.58, -4.34, 1.40], [1.73, -4.66, 2.36], [1.60, -3.96, 3.73], [0.95, -2.66, 3.69], [1.19, -1.90, 4.87], [1.94, -6.12, 2.54], [0.49, -3.29, 1.12], [-0.40, -4.59, 1.77], [0.84, -4.73, 0.41], [2.67, -4.31, 1.93], [2.57, -4.03, 4.22], [0.99, -4.52, 4.43], [2.21, -2.03, 5.22], [0.53, -2.30, 5.64], [0.91, -0.86, 4.74], [0.99, -6.25, 2.84], [1.91, -6.57, 1.64], [-5.85, 0.35, 3.57], [-5.45, -0.81, 2.61], [-4.06, -1.37, 2.89], [-3.09, -0.34, 2.78], [-1.87, -0.59, 3.51], [-6.44, -1.87, 2.81], [-6.88, 0.67, 3.42], [-5.15, 1.16, 3.38], [-5.78, -0.02, 4.60], [-5.41, -0.49, 1.57], [-3.81, -2.17, 2.20], [-4.12, -1.75, 3.91], [-2.10, -0.76, 4.56], [-1.25, 0.30, 3.50], [-1.23, -1.33, 3.04], [-6.19, -2.70, 2.30], [-7.34, -1.53, 2.50], [-0.16, 9.01, -0.49], [1.06, 9.15, 0.43], [2.00, 7.98, 0.31], [1.39, 6.64, 0.49], [2.43, 5.66, 0.54], [1.69, 10.44, 0.02], [0.11, 9.21, -1.53], [-0.89, 9.75, -0.16], [-0.61, 8.02, -0.46], [0.68, 9.27, 1.45], [2.81, 8.14, 1.02], [2.54, 7.99, -0.64], [2.77, 5.49, -0.48], [1.97, 4.78, 1.00], [3.32, 5.91, 1.11], [0.94, 11.06, -0.23], [2.12, 10.28, -0.88], [4.69, 0.66, 2.26], [5.91, -0.09, 2.81], [6.62, -1.03, 1.81], [7.68, -1.68, 2.55], [8.29, -2.72, 1.76], [6.68, 0.91, 3.50], [4.34, 1.48, 2.89], [3.88, -0.03, 2.05], [4.90, 1.27, 1.38], [5.54, -0.66, 3.66], [6.91, -0.51, 0.89], [5.89, -1.79, 1.53], [9.13, -2.27, 1.24], [7.63, -3.40, 1.22], [8.80, -3.38, 2.47], [6.89, 1.66, 2.85], [7.59, 0.47, 3.57], [0.73, 3.61, -6.60], [-0.27, 2.52, -6.30], [-0.14, 1.95, -4.88], [1.15, 1.37, -4.64], [1.19, 0.82, -3.25], [-1.57, 3.11, -6.52], [0.72, 3.97, -7.62], [1.67, 3.07, -6.45], [0.74, 4.41, -5.86], [-0.10, 1.71, -7.02], [-0.88, 1.16, -4.81], [-0.42, 2.67, -4.11], [2.18, 0.86, -2.79], [0.92, -0.23, -3.35], [0.52, 1.43, -2.65], [-1.77, 3.98, -6.04], [-2.37, 2.52, -6.35], [-1.02, -1.66, -1.34], [-1.56, -0.72, -0.29], [-0.83, 0.61, -0.18], [0.61, 0.55, 0.02], [1.18, 1.89, 0.17], [-3.01, -0.60, -0.36], [0.06, -1.76, -1.26], [-1.23, -1.38, -2.37], [-1.38, -2.69, -1.24], [-1.50, -1.23, 0.67], [-1.25, 1.20, 0.64], [-1.12, 1.21, -1.04], [1.53, 2.38, -0.73], [2.11, 1.76, 0.72], [0.50, 2.52, 0.75], [-3.46, -1.42, -0.73], [-3.44, -0.32, 0.51], [-5.69, -5.65, -0.69], [-5.38, -4.43, 0.17], [-5.46, -3.03, -0.50], [-4.46, -3.01, -1.54], [-4.65, -2.12, -2.64], [-6.12, -4.45, 1.39], [-6.75, -5.67, -0.95], [-5.49, -6.51, -0.06], [-5.11, -5.78, -1.60], [-4.33, -4.56, 0.40], [-5.14, -2.24, 0.18], [-6.44, -2.72, -0.85], [-5.54, -2.44, -3.19], [-3.77, -2.18, -3.28], [-4.77, -1.09, -2.31], [-7.11, -4.56, 1.28], [-5.82, -5.32, 1.80]]}


| no. | maximum force (eV Å⁻¹) |
| --- | --- |
| 1 | 3.0 |
| 2 | 3.9 |
| 3 | 2.6 |